Below is 21 unconnected molecules or ions with the total composition C84H195N3O18, with properties calculated with ωB97M-V/def2-TZVPD.

XYZ file:
```
300
Properties=species:S:1:pos:R:3:lowdin_charge:R:1
C 1.048 4.003 7.063 -0.06
C -0.203 3.313 6.546 -0.31
O 0.172 2.247 5.719 -0.16
C -1.039 1.501 5.471 -0.24
C -0.760 0.498 4.331 -0.05
H 1.548 4.537 6.191 0.07
H 0.783 4.821 7.751 0.08
H 1.735 3.306 7.533 0.06
H -0.742 2.911 7.416 0.12
H -0.837 4.055 6.068 0.09
H -1.345 0.986 6.379 0.12
H -1.851 2.211 5.170 0.10
H -0.189 -0.321 4.743 0.07
H -0.121 0.989 3.607 0.06
H -1.709 0.246 3.883 0.06
C -1.810 -6.125 2.582 -0.07
C -2.536 -5.527 3.727 -0.30
O -3.929 -5.489 3.552 -0.16
C -4.506 -4.839 4.661 -0.28
C -5.967 -4.673 4.261 -0.08
H -0.777 -6.023 2.758 0.05
H -2.003 -7.193 2.496 0.08
H -1.972 -5.679 1.587 0.08
H -2.220 -6.079 4.625 0.13
H -2.207 -4.490 3.807 0.10
H -4.346 -5.370 5.650 0.14
H -4.052 -3.827 4.754 0.10
H -6.472 -5.609 3.994 0.08
H -6.181 -3.876 3.508 0.07
H -6.602 -4.447 5.107 0.06
C -2.916 2.527 2.082 -0.03
C -4.258 3.129 1.723 -0.29
O -4.439 3.274 0.363 -0.18
C -5.574 4.021 0.037 -0.30
C -5.863 4.154 -1.408 -0.05
H -2.791 2.516 3.164 0.06
H -2.970 1.473 1.756 0.06
H -2.074 3.000 1.605 0.06
H -5.010 2.464 2.094 0.10
H -4.426 4.092 2.196 0.10
H -6.424 3.611 0.539 0.11
H -5.421 5.009 0.488 0.13
H -6.624 4.908 -1.606 0.09
H -6.104 3.214 -1.906 0.06
H -4.881 4.467 -1.820 0.09
C -6.486 0.472 -0.664 -0.04
C -5.128 0.707 -1.365 -0.29
O -5.405 1.068 -2.706 -0.18
C -4.331 0.752 -3.631 -0.24
C -4.704 1.295 -5.005 -0.06
H -6.871 -0.455 -1.126 0.09
H -6.465 0.425 0.412 0.06
H -7.151 1.327 -0.784 0.07
H -4.448 1.466 -0.995 0.10
H -4.581 -0.243 -1.275 0.09
H -3.426 1.110 -3.134 0.10
H -4.263 -0.311 -3.643 0.08
H -3.954 1.167 -5.800 0.06
H -4.998 2.340 -4.907 0.07
H -5.643 0.812 -5.309 0.08
C 1.983 5.894 -1.189 -0.06
C 2.680 4.692 -1.787 -0.28
O 2.032 3.484 -1.481 -0.15
C 1.991 2.605 -2.528 -0.29
C 3.419 1.919 -2.715 -0.03
H 1.793 5.704 -0.158 0.05
H 2.619 6.763 -1.298 0.07
H 1.038 6.096 -1.714 0.07
H 2.674 4.818 -2.890 0.12
H 3.758 4.672 -1.460 0.13
H 1.320 1.832 -2.226 0.08
H 1.675 3.061 -3.459 0.10
H 4.149 2.684 -2.915 0.06
H 3.451 1.114 -3.453 0.04
H 3.602 1.463 -1.680 0.07
C 4.709 -4.995 1.103 -0.04
C 3.231 -5.385 1.096 -0.29
O 3.086 -6.601 0.392 -0.15
C 1.733 -6.986 0.513 -0.27
C 1.536 -8.390 -0.113 -0.06
H 5.073 -4.930 0.082 0.05
H 4.838 -4.057 1.647 0.07
H 5.276 -5.730 1.613 0.06
H 2.959 -5.504 2.140 0.11
H 2.653 -4.598 0.646 0.09
H 1.391 -7.018 1.563 0.11
H 1.153 -6.200 -0.002 0.09
H 1.668 -8.433 -1.207 0.07
H 0.486 -8.687 0.083 0.07
H 2.145 -9.153 0.340 0.06
C -3.302 -2.550 -5.072 -0.05
C -3.206 -3.976 -5.667 -0.29
O -4.151 -4.871 -5.079 -0.18
C -3.959 -6.170 -5.721 -0.27
C -4.741 -7.167 -4.914 -0.07
H -2.590 -1.912 -5.609 0.07
H -4.286 -2.091 -5.200 0.08
H -3.023 -2.547 -4.023 0.03
H -3.343 -3.891 -6.754 0.12
H -2.234 -4.439 -5.531 0.07
H -4.270 -6.146 -6.739 0.11
H -2.902 -6.422 -5.665 0.11
H -4.447 -8.134 -5.319 0.07
H -5.870 -6.996 -5.075 0.11
H -4.445 -7.009 -3.885 0.05
C 1.893 8.488 1.920 -0.06
C 1.951 7.457 3.077 -0.28
O 1.836 6.145 2.586 -0.17
C 1.816 5.154 3.621 -0.29
C 1.356 3.872 3.022 -0.08
H 0.896 8.626 1.466 0.08
H 2.130 9.471 2.317 0.07
H 2.631 8.265 1.165 0.06
H 2.910 7.536 3.628 0.12
H 1.166 7.614 3.798 0.10
H 2.809 5.060 4.055 0.11
H 1.092 5.401 4.430 0.10
H 1.408 3.134 3.852 0.06
H 2.024 3.558 2.192 0.08
H 0.312 3.940 2.706 0.07
C -1.001 2.166 -5.878 -0.05
C -1.181 2.903 -7.162 -0.29
O 0.110 3.053 -7.698 -0.16
C 0.042 3.934 -8.809 -0.31
C 1.438 4.051 -9.324 -0.08
H -0.346 2.701 -5.190 0.06
H -2.024 2.065 -5.432 0.07
H -0.557 1.152 -6.022 0.08
H -1.843 2.398 -7.841 0.12
H -1.588 3.865 -7.046 0.09
H -0.728 3.606 -9.551 0.13
H -0.365 4.855 -8.412 0.11
H 1.699 3.084 -9.790 0.08
H 2.068 4.265 -8.432 0.09
H 1.597 4.887 -10.033 0.08
C -1.867 6.111 1.982 -0.04
C -2.068 5.905 3.482 -0.27
O -3.379 5.478 3.726 -0.17
C -3.749 5.407 5.069 -0.28
C -5.127 4.783 5.181 -0.05
H -2.590 6.854 1.666 0.08
H -0.889 6.408 1.617 0.07
H -2.092 5.201 1.411 0.05
H -1.345 5.171 3.860 0.10
H -1.886 6.838 3.952 0.10
H -3.092 4.803 5.657 0.09
H -3.659 6.419 5.435 0.12
H -5.975 5.334 4.799 0.08
H -5.324 4.700 6.253 0.08
H -5.093 3.792 4.724 0.05
C 6.789 -0.164 8.089 -0.06
C 5.325 0.146 7.672 -0.28
O 5.360 0.944 6.511 -0.18
C 4.085 1.530 6.199 -0.27
C 4.186 2.323 4.936 -0.05
H 7.351 0.712 8.396 0.07
H 6.782 -0.806 8.972 0.07
H 7.266 -0.669 7.273 0.06
H 4.811 -0.815 7.364 0.13
H 4.769 0.545 8.510 0.11
H 3.381 0.691 6.090 0.12
H 3.722 2.137 7.022 0.10
H 4.610 1.628 4.162 0.07
H 4.878 3.122 5.092 0.08
H 3.241 2.661 4.516 0.05
C 4.654 -6.047 -2.625 -0.08
C 3.592 -5.083 -3.062 -0.25
O 3.140 -4.122 -2.075 -0.22
C 3.912 -2.945 -2.035 -0.24
C 2.920 -1.924 -1.434 -0.03
H 4.312 -6.729 -1.820 0.08
H 4.871 -6.689 -3.487 0.08
H 5.597 -5.591 -2.368 0.06
H 3.942 -4.567 -3.976 0.12
H 2.722 -5.760 -3.316 0.13
H 4.775 -3.186 -1.447 0.09
H 4.165 -2.633 -3.041 0.11
H 3.328 -0.914 -1.448 0.05
H 2.817 -2.094 -0.347 0.08
H 2.009 -1.861 -2.002 0.05
C 5.165 2.870 1.219 -0.07
C 6.328 2.232 1.912 -0.30
O 6.166 0.804 1.916 -0.20
C 7.326 0.088 2.419 -0.25
C 7.361 -0.087 3.932 -0.08
H 4.261 2.675 1.835 0.06
H 5.351 3.945 1.094 0.09
H 5.042 2.347 0.286 0.06
H 7.242 2.463 1.358 0.11
H 6.403 2.642 2.947 0.12
H 7.258 -0.900 1.964 0.09
H 8.249 0.692 2.043 0.14
H 7.513 0.827 4.532 0.08
H 8.134 -0.812 4.142 0.07
H 6.390 -0.512 4.262 0.07
C 3.784 -1.293 2.989 -0.06
C 2.358 -1.705 3.261 -0.27
O 2.165 -2.846 2.473 -0.16
C 0.924 -3.414 2.596 -0.30
C -0.184 -2.464 2.203 -0.06
H 3.997 -0.323 3.332 0.03
H 4.522 -1.996 3.434 0.09
H 4.045 -1.158 1.942 0.07
H 2.158 -1.924 4.315 0.13
H 1.680 -0.878 2.981 0.09
H 0.895 -4.233 1.913 0.07
H 0.789 -3.798 3.635 0.14
H -1.207 -2.847 2.250 0.07
H 0.085 -2.018 1.238 0.09
H -0.345 -1.624 2.839 0.03
C -0.884 -1.183 -2.627 -0.03
C -0.875 -0.326 -1.325 -0.27
O 0.439 0.055 -1.038 -0.15
C 0.444 0.842 0.181 -0.25
C 1.731 0.888 0.931 -0.05
H -1.877 -1.615 -2.822 0.05
H -0.592 -0.663 -3.550 0.06
H -0.187 -1.993 -2.409 0.05
H -1.558 0.499 -1.440 0.10
H -1.327 -0.906 -0.485 0.10
H 0.162 1.866 0.020 0.10
H -0.390 0.459 0.755 0.09
H 2.460 1.587 0.439 0.08
H 2.118 -0.115 0.916 0.05
H 1.660 1.248 1.970 0.07
C 0.306 -3.092 -6.845 -0.06
C 1.196 -2.990 -5.635 -0.28
O 2.102 -1.911 -5.812 -0.16
C 1.631 -0.696 -5.276 -0.32
C 2.398 0.443 -5.766 -0.08
H -0.090 -2.124 -7.173 0.08
H 0.798 -3.647 -7.627 0.07
H -0.666 -3.612 -6.543 0.07
H 0.627 -2.904 -4.720 0.09
H 1.841 -3.887 -5.493 0.12
H 0.544 -0.579 -5.531 0.10
H 1.759 -0.804 -4.210 0.10
H 3.453 0.384 -5.490 0.07
H 2.029 1.398 -5.403 0.07
H 2.398 0.453 -6.894 0.11
C -1.737 4.106 -1.523 -0.06
C -1.263 3.584 -2.861 -0.26
O -0.427 4.513 -3.561 -0.18
C -1.115 5.489 -4.279 -0.30
C -0.175 6.517 -4.869 -0.06
H -2.476 3.540 -0.968 0.05
H -0.882 4.317 -0.898 0.06
H -2.203 5.099 -1.636 0.08
H -0.684 2.695 -2.750 0.09
H -2.190 3.311 -3.456 0.12
H -1.688 5.025 -5.075 0.10
H -1.880 5.984 -3.651 0.12
H -0.756 7.177 -5.533 0.08
H 0.541 6.027 -5.579 0.09
H 0.378 7.121 -4.153 0.07
C -3.521 -1.251 1.233 -0.05
C -4.237 -1.428 2.557 -0.27
O -4.371 -0.195 3.215 -0.18
C -5.164 -0.312 4.387 -0.27
C -5.383 1.053 4.996 -0.07
H -2.599 -0.713 1.445 0.05
H -3.267 -2.181 0.775 0.05
H -4.113 -0.717 0.501 0.05
H -5.242 -1.817 2.314 0.11
H -3.782 -2.094 3.341 0.12
H -6.096 -0.786 4.125 0.11
H -4.638 -0.897 5.165 0.12
H -5.784 1.757 4.257 0.07
H -4.419 1.450 5.284 0.06
H -6.006 1.061 5.894 0.09
N -4.715 -5.652 0.086 0.05
C -4.896 -5.715 -1.265 -0.14
C -5.257 -4.472 -1.701 -0.10
C -5.277 -3.611 -0.592 -0.11
C -4.922 -4.353 0.470 -0.16
H -4.449 -6.393 0.697 0.14
H -4.856 -6.621 -1.815 0.09
H -5.462 -4.228 -2.755 0.10
H -5.385 -2.557 -0.594 0.07
H -4.817 -4.033 1.477 0.08
N 6.734 -1.401 -2.157 0.01
C 6.851 -1.630 -0.819 -0.16
C 7.502 -2.810 -0.650 -0.12
C 7.840 -3.316 -1.942 -0.11
C 7.365 -2.398 -2.837 -0.16
H 6.212 -0.617 -2.582 0.16
H 6.478 -0.941 -0.072 0.10
H 7.707 -3.212 0.330 0.09
H 8.282 -4.240 -2.293 0.09
H 7.316 -2.530 -3.925 0.12
N 0.339 -4.704 -1.838 0.04
C -0.427 -4.971 -2.976 -0.13
C -1.732 -4.761 -2.697 -0.10
C -1.759 -4.338 -1.354 -0.11
C -0.499 -4.298 -0.830 -0.13
H 1.363 -4.606 -1.849 0.10
H 0.034 -5.364 -3.868 0.10
H -2.549 -4.904 -3.372 0.07
H -2.643 -4.000 -0.818 0.08
H -0.065 -4.002 0.133 0.09
```

Summary:
Net charge = 0
Highest occupied orbital energy = -7.85 eV
Orbital gap = 8.36 eV
Total energy = -4835.710149 Eh